Entry 1:
96
Properties=species:S:1:pos:R:3:mulliken_charge:R:1 method="wB97M-V/def2-TZVPD" homo_energy_ev="-12.5142 / -12.4346" total_charge=+2 spin_multiplicity=3 homo_lumo_gap_ev="5.96 / 4.34"
N 8.602 2.181 -4.161 -0.550
C 8.122 0.952 -4.269 -0.327
C 6.880 0.601 -3.739 -0.517
C 6.103 1.550 -3.008 0.570
C 6.703 2.822 -2.813 -0.377
C 7.910 3.103 -3.487 -0.361
C 4.761 1.242 -2.518 -0.310
Pt -0.061 2.082 -0.328 1.600
P -2.456 2.034 -0.554 0.635
C 3.799 2.162 -2.195 -0.301
C 2.389 1.805 -2.254 1.837
C 1.409 2.810 -2.329 -1.224
C 0.013 2.432 -2.436 -0.563
C -0.400 1.027 -2.341 -1.082
C 0.611 0.082 -2.450 -0.236
C 1.956 0.455 -2.257 -0.752
Br -1.334 -1.067 -0.584 -0.452
H 4.531 0.172 -2.581 0.329
H 4.089 3.217 -2.088 0.277
H 6.509 -0.389 -3.982 0.339
H 6.239 3.585 -2.181 0.353
H 8.755 0.238 -4.813 0.367
H 8.309 4.120 -3.458 0.359
H 1.733 3.850 -2.411 0.397
H 2.745 -0.286 -2.253 0.337
H -0.737 3.177 -2.687 0.590
H 0.422 -0.967 -2.631 0.687
P 0.565 2.341 1.769 0.381
C -3.044 1.082 -2.015 0.049
C -4.098 1.585 -2.993 -1.394
H -3.369 0.095 -1.640 0.557
H -1.994 0.882 -2.524 -0.560
H -3.993 0.961 -3.888 0.448
H -5.121 1.433 -2.631 0.310
H -3.973 2.637 -3.288 0.267
C -2.908 3.775 -0.854 -0.792
C -4.331 4.289 -0.567 -1.229
H -2.686 3.919 -1.914 0.278
H -2.160 4.354 -0.287 0.450
H -4.324 5.383 -0.597 0.436
H -5.048 3.982 -1.346 0.275
H -4.728 3.990 0.401 0.311
C -3.717 1.574 0.761 -0.927
C -4.987 0.747 0.436 -1.116
H -4.073 2.522 1.195 0.711
H -3.075 1.095 1.516 0.349
H -5.164 0.099 1.311 0.394
H -5.870 1.406 0.330 0.292
H -4.907 0.131 -0.470 0.186
C 0.092 1.373 3.277 -0.563
C 0.840 1.632 4.589 -1.210
H 0.186 0.318 2.971 0.356
H -0.984 1.579 3.393 0.460
H 1.786 1.081 4.633 0.280
H 1.046 2.691 4.760 0.297
H 0.225 1.290 5.421 0.434
C 0.328 4.099 2.319 -0.709
C 1.521 4.993 1.975 -1.191
H 0.110 4.122 3.397 0.593
H -0.590 4.446 1.811 0.342
H 2.363 4.820 2.651 0.317
H 1.853 4.812 0.939 0.203
H 1.232 6.058 2.070 0.410
C 2.362 1.965 1.345 -0.448
C 2.608 0.475 1.320 -0.982
H 3.024 2.529 2.007 0.619
H 2.468 2.377 0.331 -0.166
H 3.591 0.281 0.888 0.536
H 2.565 0.028 2.313 0.274
H 1.876 -0.042 0.684 -0.054
C -1.081 -5.745 2.133 -0.994
N -0.307 -4.546 1.846 -0.070
N -0.071 -4.142 0.575 0.771
C 1.069 -3.320 0.552 0.538
O 1.565 -2.817 -0.470 -0.534
C 1.460 -3.231 1.943 -1.075
C 0.627 -4.000 2.675 0.951
C 0.602 -4.266 4.128 -1.830
C -0.984 -4.398 -0.474 0.123
C -2.350 -4.497 -0.209 0.176
C -3.195 -4.941 -1.212 -0.850
C -2.719 -5.203 -2.515 -0.508
C -1.381 -4.898 -2.800 -0.748
C -0.512 -4.533 -1.774 -0.429
H -0.813 -6.080 3.147 0.433
H -0.885 -6.547 1.404 0.336
H -2.154 -5.507 2.120 0.337
H 2.304 -2.671 2.285 0.606
H -0.422 -4.330 4.483 0.464
H 1.122 -5.193 4.378 0.361
H 1.112 -3.455 4.648 0.399
H -2.737 -4.218 0.778 0.755
H -4.264 -5.084 -0.987 0.391
H -3.394 -5.595 -3.284 0.435
H -1.032 -4.938 -3.825 0.442
H 0.532 -4.324 -1.977 0.420


Entry 2:
98
Properties=species:S:1:pos:R:3:mulliken_charge:R:1 method="wB97M-V/def2-TZVPD" homo_energy_ev=-8.1396 total_charge=0 homo_lumo_gap_ev=7.72
C 3.005 -0.317 0.887 -0.855
C 2.309 -1.011 2.072 -1.311
C 1.588 -2.293 1.709 1.061
C 0.300 -2.186 1.052 -0.686
C -0.198 -0.826 0.632 1.896
F -1.330 -0.434 1.325 -0.250
C -0.435 -0.768 -0.904 -0.911
C -1.823 -0.261 -1.306 -0.820
C -0.450 -3.303 0.757 0.504
O -1.645 -3.139 0.131 -0.486
C -2.727 -4.044 0.389 -1.535
C -3.318 -4.085 1.800 1.143
C -2.660 -5.087 2.752 -2.082
C -3.412 -2.729 2.497 -1.732
C -4.391 -1.745 1.867 1.870
C -5.839 -2.245 2.089 -1.668
C -4.236 -0.337 2.488 -1.528
C 0.140 -4.567 1.028 0.150
N -0.381 -5.759 0.723 -0.488
S 0.629 -6.881 1.206 0.046
N 1.810 -5.948 1.817 -0.720
C 1.417 -4.690 1.649 1.013
C 2.145 -3.512 2.014 0.219
C 3.461 -3.765 2.706 -1.517
C 4.569 -4.225 1.732 -0.764
N 4.666 -3.414 0.523 -0.382
H 3.203 -0.992 0.069 0.309
H 3.934 0.128 1.228 0.326
H 2.406 0.514 0.521 0.077
H 1.547 -0.330 2.441 0.568
H 2.979 -1.165 2.903 0.508
H 0.542 -0.069 0.821 -1.242
H 0.314 -0.108 -1.334 0.579
H -0.269 -1.738 -1.351 0.324
H -2.055 -0.664 -2.290 0.436
H -2.606 -0.588 -0.637 -0.162
H -1.822 0.816 -1.422 0.216
H -3.517 -3.702 -0.273 0.621
H -2.492 -5.048 0.059 0.531
H -4.342 -4.428 1.653 0.635
H -3.291 -5.207 3.627 0.550
H -1.728 -4.663 3.128 0.325
H -2.437 -6.041 2.291 0.362
H -2.411 -2.320 2.600 0.269
H -3.761 -2.924 3.514 0.591
H -4.214 -1.698 0.796 -0.214
H -6.288 -1.763 2.948 0.424
H -5.889 -3.316 2.276 0.385
H -6.447 -2.051 1.210 0.351
H -3.589 -0.404 3.356 0.419
H -5.195 0.085 2.767 0.511
H -3.806 0.318 1.737 -0.036
H 3.771 -2.945 3.341 0.514
H 3.286 -4.616 3.363 0.434
H 4.316 -5.240 1.446 0.358
H 5.517 -4.263 2.261 0.433
H 4.521 -3.950 -0.314 0.186
H 5.521 -2.887 0.466 0.191
N 1.035 2.983 1.152 0.028
C 0.641 3.592 -0.006 -0.723
C 1.633 4.461 -0.379 0.061
C 2.666 4.369 0.595 -0.952
C 2.266 3.448 1.524 -0.578
H 0.501 2.296 1.653 0.218
H -0.305 3.353 -0.464 0.552
H 1.622 5.090 -1.252 0.456
H 3.595 4.913 0.605 0.530
H 2.752 3.081 2.412 0.419
N -5.138 1.573 -2.779 0.032
C -4.208 2.274 -2.061 -0.752
C -4.516 2.142 -0.734 -0.213
C -5.680 1.329 -0.648 -0.388
C -6.038 0.994 -1.926 -0.733
H -5.158 1.497 -3.778 0.197
H -3.411 2.803 -2.554 0.527
H -3.970 2.578 0.086 0.498
H -6.192 1.027 0.250 0.450
H -6.851 0.396 -2.300 0.411
N 5.045 2.238 -3.192 0.009
C 6.396 2.131 -3.384 -0.497
C 7.018 2.691 -2.301 -0.630
C 6.001 3.154 -1.421 -0.263
C 4.796 2.860 -1.998 -0.401
H 4.343 1.913 -3.830 0.195
H 6.795 1.667 -4.269 0.399
H 8.083 2.762 -2.155 0.395
H 6.141 3.646 -0.473 0.419
H 3.788 3.037 -1.662 0.369
N 0.344 6.549 -3.133 0.089
C 0.010 7.694 -3.803 -0.561
C 0.695 7.704 -4.988 -0.388
C 1.472 6.515 -5.037 -0.576
C 1.234 5.823 -3.881 -0.365
H -0.008 6.283 -2.232 0.212
H -0.683 8.401 -3.380 0.379
H 0.645 8.476 -5.736 0.389
H 2.131 6.205 -5.831 0.401
H 1.618 4.882 -3.527 0.441


Entry 3:
96
Properties=species:S:1:pos:R:3:mulliken_charge:R:1 method="wB97M-V/def2-TZVPD" homo_energy_ev="-16.1140 / -16.5971" relative_energy_ev=0.000 total_charge=+3 spin_multiplicity=4 homo_lumo_gap_ev="7.12 / 5.49"
C -1.551 -1.467 -2.082 0.223
C 0.628 -2.182 -1.633 0.235
C -1.626 -2.295 -3.200 -0.601
C 0.519 -3.187 -2.627 -1.140
C -0.612 -3.235 -3.413 -1.014
H -2.495 -2.206 -3.845 0.614
H 1.387 -3.817 -2.800 0.624
H -0.710 -3.965 -4.212 0.523
N -0.535 -1.597 -1.208 0.771
P -2.568 -0.114 0.063 0.260
P 2.275 -0.562 0.121 1.164
C -2.557 -0.378 -1.795 -1.882
H -2.269 0.561 -2.299 0.459
H -3.547 -0.646 -2.187 0.723
C 1.865 -1.665 -1.203 -1.773
H 2.706 -2.304 -1.505 0.935
C 3.706 0.248 -1.047 1.705
C 3.255 -1.240 1.707 2.314
C -3.397 1.586 0.188 1.931
C -3.762 -1.573 0.506 1.909
C 3.652 1.742 -0.738 -1.398
H 3.899 1.968 0.306 0.254
H 4.381 2.266 -1.375 0.539
H 2.663 2.161 -0.949 0.164
C 5.118 -0.313 -0.876 -1.904
H 5.554 -0.188 0.117 0.385
H 5.170 -1.371 -1.159 0.430
H 5.778 0.226 -1.574 0.455
C 3.352 -0.014 -2.511 -1.266
H 3.846 0.730 -3.149 0.647
H 3.641 -1.013 -2.851 0.403
H 2.227 0.083 -2.663 -0.551
C 4.036 -0.053 2.289 -1.451
H 3.349 0.773 2.524 -0.025
H 4.521 -0.363 3.228 0.529
H 4.820 0.336 1.633 0.181
C 2.307 -1.724 2.804 -1.637
H 1.654 -0.917 3.168 0.004
H 1.700 -2.579 2.489 0.348
H 2.910 -2.051 3.667 0.657
C 4.109 -2.440 1.300 -1.679
H 4.911 -2.201 0.599 0.296
H 4.583 -2.856 2.201 0.530
H 3.481 -3.223 0.857 0.379
C -4.186 -1.383 1.965 -1.571
H -4.824 -2.234 2.249 0.559
H -3.320 -1.390 2.641 0.180
H -4.772 -0.469 2.124 0.286
C -3.044 -2.929 0.374 -1.526
H -2.711 -3.120 -0.652 0.336
H -2.193 -3.031 1.049 0.252
H -3.767 -3.715 0.640 0.586
C -4.995 -1.682 -0.403 -1.633
H -5.635 -2.477 0.008 0.506
H -5.601 -0.775 -0.451 0.276
H -4.734 -1.987 -1.424 0.411
C -2.599 2.593 -0.659 -1.619
H -2.673 2.386 -1.733 0.400
H -3.012 3.597 -0.482 0.648
H -1.538 2.607 -0.385 0.045
C -3.363 2.043 1.652 -1.393
H -2.331 2.214 1.987 0.180
H -3.907 2.995 1.725 0.589
H -3.843 1.326 2.328 0.181
C -4.847 1.557 -0.304 -1.920
H -4.941 1.176 -1.329 0.317
H -5.506 0.992 0.367 0.374
H -5.221 2.592 -0.310 0.550
Re -0.257 -0.226 0.486 1.566
C -0.609 -1.428 1.916 0.094
O -0.839 -2.141 2.838 -0.474
N 0.211 0.920 -1.187 0.011
C 0.919 0.888 -2.179 0.366
C 0.848 1.903 -3.254 0.181
C 0.583 3.225 -2.877 -0.054
C 1.082 1.578 -4.601 -0.029
C 0.561 4.235 -3.842 -1.018
H 0.415 3.464 -1.823 0.413
C 1.090 2.593 -5.561 -1.015
H 1.277 0.539 -4.877 0.499
C 0.828 3.919 -5.181 -0.470
H 0.348 5.263 -3.542 0.445
H 1.308 2.353 -6.605 0.446
H 0.843 4.713 -5.930 0.445
S 0.138 1.494 1.888 -0.583
C 0.231 1.082 3.603 0.348
N -0.886 0.528 4.167 0.176
C -0.908 0.090 5.464 -0.149
C 0.228 0.224 6.232 -0.704
C 1.361 0.860 5.711 -0.385
C 1.343 1.330 4.398 -0.330
H -1.726 0.420 3.598 -0.063
H -1.840 -0.362 5.796 0.476
H 0.223 -0.160 7.250 0.463
H 2.250 0.996 6.322 0.515
H 2.167 1.876 3.944 0.546


Entry 4:
104
Properties=species:S:1:pos:R:3:mulliken_charge:R:1 method="wB97M-V/def2-TZVPD" homo_energy_ev=-7.1890 total_charge=0 homo_lumo_gap_ev=2.32
C 8.975 -15.309 -19.751 -1.691
C 8.861 -14.277 -18.639 1.491
C 10.192 -13.524 -18.323 -0.559
C 10.582 -12.744 -19.590 -0.985
C 9.554 -11.599 -19.804 -0.835
C 8.073 -12.087 -20.002 1.895
N 7.740 -13.255 -19.040 1.020
O 6.412 -13.769 -19.062 -0.272
C 7.854 -12.431 -21.511 -1.749
C 7.126 -10.973 -19.712 -1.916
C 8.402 -15.067 -17.388 -1.738
H 8.069 -15.912 -19.686 0.456
H 9.880 -15.905 -19.637 0.354
H 8.965 -15.055 -20.811 0.377
H 10.844 -14.254 -17.844 0.604
H 9.929 -12.846 -17.510 0.007
H 10.537 -13.435 -20.431 0.380
H 11.576 -12.315 -19.719 0.408
H 9.904 -10.917 -20.579 0.573
H 9.516 -10.888 -18.979 0.172
H 6.937 -12.989 -21.696 0.344
H 8.730 -13.059 -21.675 0.455
H 7.927 -11.576 -22.183 0.411
H 7.514 -10.501 -18.810 -0.179
H 6.138 -11.284 -19.372 0.589
H 7.254 -10.203 -20.473 0.480
H 7.664 -15.849 -17.568 0.290
H 7.868 -14.350 -16.764 0.073
H 9.242 -15.437 -16.801 0.468
O 5.796 -9.705 -16.370 0.514
H 5.516 -10.502 -16.861 -0.471
C 4.507 -5.358 -16.583 -0.163
C 3.475 -4.710 -16.070 -0.741
C 3.077 -4.973 -14.829 0.347
C 3.540 -6.072 -14.054 -0.785
C 4.609 -6.727 -14.650 0.338
C 5.104 -6.361 -15.872 0.137
O 6.219 -6.998 -16.437 -0.563
O 2.042 -4.297 -14.295 -0.598
H 4.850 -5.066 -17.564 0.411
H 3.179 -3.924 -16.749 0.403
H 3.252 -6.377 -13.059 0.494
H 4.998 -7.530 -14.042 0.318
H 6.068 -7.945 -16.398 -0.152
H 1.271 -4.435 -14.851 0.324
C 6.050 -9.476 -12.890 0.278
C 6.636 -9.473 -11.588 -0.972
C 5.835 -9.671 -10.421 0.749
C 4.529 -9.853 -10.643 -0.622
C 3.967 -10.036 -11.980 -0.599
C 4.712 -9.808 -13.076 -0.155
O 4.197 -9.962 -14.324 -0.601
O 6.330 -9.593 -9.149 -0.572
H 6.636 -9.274 -13.774 0.598
H 7.666 -9.188 -11.431 0.462
H 3.822 -9.782 -9.830 0.290
H 2.902 -10.106 -12.148 0.420
H 4.818 -9.817 -15.041 0.285
H 5.576 -9.542 -8.556 0.300
C 10.651 -10.060 -15.810 -0.778
C 11.503 -10.651 -14.875 -0.698
C 11.059 -11.602 -13.981 0.473
C 9.759 -12.106 -14.133 -0.675
C 8.810 -11.329 -14.826 0.739
C 9.378 -10.412 -15.738 0.045
O 8.566 -9.977 -16.714 -0.248
O 11.838 -12.118 -12.965 -0.596
H 10.953 -9.394 -16.605 0.528
H 12.542 -10.385 -15.008 0.394
H 9.292 -12.917 -13.593 -0.016
H 7.790 -11.684 -14.806 0.459
H 7.679 -9.861 -16.367 -0.457
H 11.485 -12.766 -12.351 0.324
C 3.108 -7.202 -20.914 -0.326
C 2.902 -8.175 -19.914 -0.835
C 4.019 -8.521 -19.136 0.260
C 5.317 -7.895 -19.312 0.291
C 5.372 -6.822 -20.165 -1.302
C 4.337 -6.592 -21.079 0.651
O 4.501 -5.808 -22.177 -0.554
O 3.921 -9.557 -18.257 -0.673
H 2.309 -7.050 -21.625 0.251
H 1.985 -8.739 -19.826 0.439
H 6.197 -8.247 -18.795 0.491
H 6.251 -6.211 -20.311 0.460
H 3.694 -5.669 -22.679 0.301
H 4.548 -9.466 -17.536 0.366
C 6.688 -13.417 -11.929 -0.480
O 6.332 -14.638 -12.592 -0.397
P 6.800 -14.872 -14.103 0.887
O 8.259 -15.066 -14.272 -0.712
O 5.724 -16.051 -14.539 -0.390
C 6.387 -17.229 -14.924 -0.650
O 6.183 -13.663 -14.935 0.231
C 4.849 -13.222 -14.590 -0.398
H 5.814 -12.929 -11.499 0.233
H 7.333 -12.738 -12.487 0.091
H 7.291 -13.874 -11.144 0.342
H 5.560 -17.925 -15.060 0.294
H 6.932 -17.710 -14.112 0.328
H 6.983 -17.163 -15.834 0.164
H 4.439 -12.834 -15.523 0.182
H 4.923 -12.440 -13.834 -0.078
H 4.286 -14.075 -14.212 0.436


Entry 5:
101
Properties=species:S:1:pos:R:3:mulliken_charge:R:1 method="wB97M-V/def2-TZVPD" homo_energy_ev=-8.7142 total_charge=0 homo_lumo_gap_ev=8.45
C 7.252 -2.656 0.756 -1.137
C 6.904 -1.720 -0.430 -0.185
C 6.127 -2.443 -1.531 -1.022
C 4.661 -2.685 -1.112 -0.776
N 3.814 -1.563 -1.552 0.350
C 2.722 -1.950 -2.473 -1.798
C 1.457 -2.543 -1.836 -0.574
C 0.155 -1.734 -1.993 -0.868
C 0.300 -0.225 -1.884 0.175
C -1.039 0.504 -2.125 1.839
C -2.215 -0.050 -1.350 -1.481
C -3.393 0.907 -1.186 -1.274
C -4.489 0.290 -0.321 -1.172
S -5.975 1.254 -0.532 1.500
O -5.851 2.446 0.251 -0.573
O -6.268 1.414 -1.918 -0.621
O -7.105 0.344 0.126 -0.500
O -1.300 0.284 -3.581 -0.337
S -0.848 1.517 -4.449 1.236
O 0.090 1.126 -5.437 -0.606
O -1.985 2.285 -4.827 -0.623
O -0.060 2.294 -3.273 -0.574
C -0.824 2.011 -2.086 -0.216
C -0.238 2.556 -0.792 -1.992
C 3.454 -0.664 -0.550 0.119
S 3.343 0.938 -0.885 -0.203
S 3.142 -1.299 1.072 -0.243
C 2.183 -0.003 1.900 0.129
C 2.992 0.770 2.967 -0.080
C 2.908 2.288 2.705 -1.298
H 6.761 -2.317 1.667 0.254
H 6.872 -3.657 0.553 0.317
H 8.323 -2.711 0.924 0.326
H 6.305 -0.886 -0.065 0.133
H 7.828 -1.318 -0.842 0.431
H 6.100 -1.792 -2.405 0.379
H 6.613 -3.379 -1.806 0.340
H 4.326 -3.622 -1.552 0.501
H 4.651 -2.807 -0.030 0.434
H 3.155 -2.707 -3.123 0.659
H 2.519 -1.095 -3.114 0.584
H 1.597 -2.773 -0.783 0.501
H 1.281 -3.499 -2.331 0.397
H -0.383 -2.014 -2.899 0.423
H -0.493 -2.045 -1.169 0.122
H 0.617 0.046 -0.876 -0.836
H 0.987 0.191 -2.614 0.860
H -1.871 -0.388 -0.370 0.386
H -2.574 -0.935 -1.876 0.590
H -3.782 1.178 -2.167 0.544
H -3.083 1.837 -0.710 0.430
H -4.677 -0.760 -0.539 0.646
H -4.228 0.408 0.731 0.432
H -6.727 -0.454 0.510 0.364
H -1.761 2.549 -2.249 0.988
H -0.418 1.824 -0.002 0.319
H -0.723 3.477 -0.489 0.403
H 0.841 2.673 -0.861 0.467
H 1.350 -0.517 2.376 0.506
H 1.805 0.669 1.138 -0.557
H 2.648 0.540 3.972 0.390
H 4.039 0.493 2.877 0.039
H 3.620 2.538 1.922 0.298
H 1.923 2.545 2.313 0.320
H 3.097 2.872 3.601 0.390
C 5.182 2.177 7.942 -0.361
C 5.583 3.198 7.092 -0.395
C 5.850 2.926 5.758 -0.449
C 5.711 1.633 5.273 -0.295
C 5.307 0.612 6.122 -0.339
C 5.046 0.883 7.458 -0.444
H 4.977 2.389 8.983 0.362
H 5.687 4.207 7.470 0.367
H 6.167 3.721 5.095 0.384
H 5.916 1.422 4.231 0.427
H 5.197 -0.395 5.742 0.389
H 4.736 0.087 8.121 0.362
C -10.217 5.904 0.587 -0.305
C -9.297 5.195 -0.173 -0.607
C -8.359 4.381 0.448 -0.146
C -8.347 4.274 1.831 -0.314
C -9.268 4.981 2.592 -0.390
C -10.202 5.799 1.971 -0.411
H -10.946 6.540 0.101 0.355
H -9.310 5.275 -1.253 0.358
H -7.640 3.835 -0.140 0.373
H -7.616 3.636 2.312 0.377
H -9.258 4.895 3.672 0.347
H -10.917 6.353 2.564 0.353
C -1.988 -4.635 -4.111 -0.346
C -1.383 -5.067 -2.939 -0.048
C -1.100 -6.414 -2.755 -0.602
C -1.418 -7.328 -3.749 -0.366
C -2.021 -6.897 -4.923 -0.389
C -2.308 -5.551 -5.103 -0.545
H -2.209 -3.584 -4.253 0.400
H -1.130 -4.351 -2.166 0.458
H -0.632 -6.750 -1.839 0.370
H -1.195 -8.378 -3.609 0.362
H -2.267 -7.610 -5.698 0.360
H -2.781 -5.216 -6.017 0.375